(1)
Below is an isolated molecule of C18H19FN2O4S, with properties calculated with wB97M-V/def2-TZVPD.

The SMILES is NC(=O)c1cc(S(=O)(=O)N2CCCC2)ccc1OCc1ccc(F)cc1. As for the spin multiplicity: 1. The LUMO energy comes out at 0.0167 Eh. The highest occupied orbital energy is -9.12 eV. Its molecular weight is 378.425 g/mol. The orbital gap is 9.57 eV.

Geometry as XYZ:
```
45
Properties=species:S:1:pos:R:3:forces:R:3
N -0.546 -3.434 -2.068 -0.225 -0.084 -0.403
C 0.129 -3.389 -0.893 -0.117 0.140 -0.051
O 0.797 -4.311 -0.490 0.155 -0.197 0.159
C -0.054 -2.099 -0.147 0.080 0.057 0.233
C -1.316 -1.554 0.017 0.265 -0.156 -0.015
C -1.485 -0.402 0.762 -0.488 0.436 0.167
C -0.406 0.217 1.358 -0.227 -0.002 0.036
C 0.863 -0.311 1.204 0.241 -0.190 0.003
C 1.058 -1.470 0.452 -0.367 0.138 0.017
O 2.255 -2.037 0.217 -0.114 -0.024 -0.104
C 3.402 -1.549 0.882 0.382 -0.005 0.150
C 3.860 -0.192 0.400 -0.074 -0.057 -0.022
C 3.609 0.205 -0.907 0.060 -0.041 0.152
C 4.031 1.441 -1.361 0.117 0.191 0.037
C 4.716 2.269 -0.491 -0.036 -0.127 0.073
C 4.987 1.895 0.813 0.050 0.191 -0.181
C 4.550 0.660 1.254 -0.116 -0.152 -0.184
H 4.751 0.354 2.270 0.005 -0.017 0.139
H 5.525 2.566 1.464 0.054 0.094 0.045
F 5.132 3.476 -0.925 -0.025 -0.064 0.026
H 3.841 1.764 -2.372 -0.008 0.063 -0.100
H 3.078 -0.461 -1.570 -0.072 -0.042 -0.074
H 4.172 -2.295 0.657 -0.158 0.086 0.122
H 3.243 -1.538 1.968 -0.012 -0.013 -0.106
H 1.700 0.188 1.666 0.052 0.035 0.011
H -0.574 1.107 1.944 0.050 0.120 0.070
S -3.132 0.273 0.903 0.456 -0.237 -0.403
O -3.093 1.408 1.784 0.215 0.071 -0.082
O -4.057 -0.782 1.195 -0.038 -0.168 -0.183
N -3.372 0.715 -0.712 0.219 -0.556 0.963
C -2.800 2.013 -1.016 0.294 0.546 -0.056
H -2.525 2.028 -2.075 0.046 -0.003 0.067
C -3.920 3.011 -0.715 0.081 0.027 -0.027
H -3.929 3.207 0.357 0.007 0.072 -0.058
H -3.795 3.950 -1.251 0.010 0.053 0.023
C -5.187 2.252 -1.131 0.027 0.023 -0.037
H -5.509 2.551 -2.128 -0.061 0.001 0.024
H -6.004 2.433 -0.437 -0.057 0.023 -0.037
C -4.766 0.767 -1.131 -0.642 -0.237 -0.065
H -4.836 0.337 -2.134 -0.028 0.011 0.117
H -5.348 0.153 -0.445 -0.130 -0.001 -0.206
H -1.910 2.167 -0.407 0.110 0.134 -0.162
H -2.193 -2.027 -0.396 -0.046 -0.164 -0.137
H -1.112 -2.670 -2.389 0.072 0.005 -0.005
H -0.514 -4.282 -2.609 -0.005 0.020 0.066
```
Forces are in eV/Å.

=====

(2)
Below is a structure of composition C47H51ClIN4O3Pb, with properties calculated with wB97M-V/def2-TZVPD.

The total charge is -1. As for the spin multiplicity: 1. The LUMO energy comes out at 0.0651 Eh. The highest occupied orbital energy is -4.11 eV. Its molecular weight is 1089.507 g/mol. The orbital gap is 5.88 eV.

Geometry as XYZ:
```
108
Properties=species:S:1:pos:R:3:forces:R:3
Pb -0.141 -0.571 0.173 -0.137 0.299 0.236
C 0.098 1.961 2.205 -0.009 -0.087 -0.066
C 1.069 2.109 1.192 0.021 -0.375 -0.102
C 0.349 2.313 -0.043 -0.085 0.574 0.024
C -1.035 2.330 0.313 0.123 -0.105 -0.186
C -1.193 2.127 1.681 -0.018 -0.010 0.072
C -2.461 2.291 2.497 -0.037 0.016 -0.037
C -2.238 3.413 3.520 -0.010 -0.003 0.014
C -2.839 1.016 3.252 0.004 0.005 -0.036
C -3.630 2.689 1.596 0.011 -0.024 0.029
C 0.688 3.006 -1.373 0.112 -0.118 -0.020
C -0.264 2.500 -2.476 -0.014 0.007 -0.028
C 2.114 2.849 -1.907 0.037 -0.005 0.019
C 0.455 4.518 -1.201 -0.049 -0.013 -0.001
C 2.561 2.108 1.543 -0.023 0.094 0.012
C 3.122 3.536 1.469 -0.021 0.051 -0.002
C 3.405 1.164 0.684 0.016 -0.033 0.036
C 2.770 1.631 2.989 -0.017 0.063 -0.026
H 0.307 1.736 3.238 0.023 -0.026 0.098
H -1.837 2.546 -0.375 -0.083 0.038 -0.068
H -1.423 3.162 4.200 0.020 -0.011 0.019
H -3.142 3.578 4.113 -0.044 0.010 0.030
H -1.976 4.344 3.016 0.013 0.038 -0.027
H -2.042 0.721 3.932 0.073 -0.027 0.024
H -2.999 0.189 2.560 -0.019 -0.035 0.007
H -3.750 1.176 3.836 -0.064 0.010 0.023
H -3.424 3.626 1.076 0.011 0.043 -0.014
H -4.540 2.816 2.188 -0.020 -0.001 0.024
H -3.819 1.920 0.849 -0.020 -0.053 -0.039
H -0.362 1.411 -2.440 0.035 -0.015 0.031
H 0.103 2.774 -3.468 -0.005 0.036 -0.019
H -1.265 2.919 -2.372 -0.043 0.005 0.031
H 2.389 1.811 -2.075 -0.034 -0.092 -0.034
H 2.852 3.285 -1.238 -0.027 -0.045 -0.071
H 2.193 3.371 -2.865 0.007 0.014 -0.009
H -0.566 4.708 -0.870 -0.012 0.016 0.000
H 0.629 5.052 -2.140 0.010 0.041 -0.072
H 1.131 4.920 -0.446 0.024 0.021 0.036
H 3.104 3.942 0.458 -0.007 -0.002 0.084
H 4.157 3.561 1.821 0.058 0.000 0.013
H 2.526 4.198 2.100 -0.005 0.019 0.024
H 3.332 1.364 -0.376 -0.017 0.017 -0.091
H 3.086 0.138 0.856 -0.022 -0.090 -0.006
H 4.458 1.235 0.972 0.040 0.024 0.006
H 2.333 2.321 3.711 -0.024 0.031 0.024
H 3.841 1.565 3.197 0.022 -0.001 0.000
H 2.326 0.648 3.150 0.002 -0.056 -0.004
C 1.299 -4.369 -2.814 0.045 -0.052 0.011
C 0.419 -3.316 -3.414 -0.028 -0.024 0.130
N 0.455 -3.133 -4.703 -0.003 0.034 -0.132
C -0.380 -2.221 -5.261 -0.012 0.028 0.031
C -1.334 -1.549 -4.548 0.001 -0.015 -0.039
C -2.253 -0.592 -5.255 0.029 -0.095 -0.087
O -2.023 0.768 -4.908 -0.034 0.174 0.135
C -1.402 -1.728 -3.142 -0.315 0.057 0.050
C -2.566 -1.249 -2.412 0.348 0.028 0.028
N -2.646 -1.129 -1.139 -0.109 -0.008 -0.036
C -3.887 -0.741 -0.606 0.061 -0.049 -0.175
C -4.608 0.325 -1.143 -0.082 0.078 0.013
C -5.833 0.695 -0.616 0.041 0.035 -0.001
C -6.352 0.013 0.472 0.006 -0.017 0.036
C -5.643 -1.045 1.023 -0.016 0.026 -0.011
C -4.422 -1.422 0.486 -0.050 0.009 0.068
I -3.426 -3.067 1.282 0.028 -0.035 0.014
C -0.436 -2.559 -2.508 0.059 -0.054 -0.076
O -0.291 -2.695 -1.260 -0.136 -0.115 0.254
H 1.995 -4.730 -3.569 0.009 -0.011 0.000
H 0.694 -5.204 -2.455 -0.045 -0.032 0.009
H 1.838 -3.996 -1.946 -0.013 -0.027 -0.008
H -0.276 -2.067 -6.327 -0.004 0.005 -0.059
H -3.304 -0.851 -5.075 0.006 -0.003 -0.020
H -2.083 -0.656 -6.330 -0.017 -0.049 0.014
H -1.819 0.819 -3.966 0.023 -0.001 -0.076
H -3.453 -1.034 -3.020 0.022 -0.025 0.009
H -4.175 0.882 -1.964 0.009 0.029 -0.033
H -6.365 1.537 -1.039 -0.017 0.011 -0.011
H -7.298 0.309 0.905 -0.029 0.003 0.010
H -6.038 -1.585 1.872 -0.016 -0.007 0.020
Cl 1.306 -3.808 7.174 -0.001 0.015 -0.014
C 0.718 -3.036 5.718 -0.081 0.015 0.002
C -0.610 -2.574 5.667 0.094 -0.056 0.074
C -1.079 -1.962 4.544 0.002 0.037 -0.078
C -0.260 -1.751 3.383 -0.067 0.061 0.140
O -0.720 -1.082 2.411 0.076 -0.357 -0.178
C 1.059 -2.296 3.436 0.170 -0.038 0.013
C 1.979 -2.360 2.341 -0.039 0.081 0.011
N 1.809 -2.071 1.092 0.225 -0.185 -0.113
C 2.849 -2.478 0.213 -0.196 0.127 0.069
C 3.737 -3.487 0.503 0.104 -0.121 0.039
C 4.770 -3.859 -0.379 -0.054 0.043 0.006
C 4.896 -3.254 -1.592 -0.042 0.050 0.006
C 3.949 -2.277 -1.977 0.123 -0.046 -0.140
C 3.932 -1.738 -3.288 0.054 -0.051 0.044
C 2.922 -0.915 -3.669 -0.080 0.043 0.112
C 1.936 -0.592 -2.711 0.129 0.025 -0.074
N 1.957 -1.018 -1.478 0.146 0.043 0.111
C 2.928 -1.886 -1.089 -0.103 0.106 0.012
C 1.524 -2.900 4.629 0.002 0.008 0.004
H -1.251 -2.708 6.528 -0.018 0.001 0.029
H -2.093 -1.592 4.494 -0.052 0.005 -0.008
H 2.948 -2.763 2.647 0.014 0.045 0.011
H 3.639 -4.046 1.423 -0.009 -0.013 -0.018
H 5.449 -4.648 -0.086 0.017 -0.024 0.008
H 5.672 -3.541 -2.289 0.020 -0.012 -0.024
H 4.708 -2.033 -3.984 0.015 -0.005 -0.003
H 2.843 -0.525 -4.673 -0.012 0.007 -0.032
H 1.102 0.039 -2.992 0.004 0.058 -0.036
H 2.539 -3.277 4.664 0.005 -0.008 -0.002
```
Forces are in eV/Å.

=====

(3)
Below is a cluster of 2 separate species, HINO in total, with properties calculated with wB97M-V/def2-TZVPD.

The total charge is -1. As for the spin multiplicity: 1. The LUMO energy (spin up / spin down) comes out at 0.1284 / 0.1291 Eh. The highest occupied orbital energy (spin up / spin down) is -2.60 / -3.37 eV. Its molecular weight is 157.918 g/mol. The orbital gap (spin up / spin down) is 6.10 / 6.88 eV.

Geometry as XYZ:
```
4
Properties=species:S:1:pos:R:3:forces:R:3
N -0.806 -1.217 -0.144 -0.753 0.828 -0.863
O -0.243 1.188 -0.807 -0.712 -0.581 -0.702
I 0.694 -1.401 1.061 1.006 -0.208 0.820
H 0.355 1.430 -0.110 0.458 -0.039 0.745
```
Forces are in eV/Å.

=====

(4)
Below is a cluster of 10 separate species, C23H68NO19 in total, with properties calculated with wB97M-V/def2-TZVPD.

The total charge is +1. As for the spin multiplicity: 1. The LUMO energy comes out at -0.0774 Eh. The highest occupied orbital energy is -11.37 eV. Its molecular weight is 662.785 g/mol. The orbital gap is 9.26 eV.

Geometry as XYZ:
```
111
Properties=species:S:1:pos:R:3:forces:R:3
C 28.301 24.750 40.575 -0.847 -0.959 -0.024
N 29.766 24.439 40.382 -0.219 -0.816 -1.130
C 29.889 22.948 40.584 2.457 2.640 -13.462
C 30.116 24.796 38.899 0.765 -6.128 3.906
C 30.660 25.212 41.369 -0.325 -0.952 -2.202
C 32.145 25.157 41.067 0.860 5.212 1.397
O 32.698 25.399 42.498 -3.109 4.338 -4.885
H 27.857 24.204 41.419 0.768 0.589 0.263
H 27.615 24.424 39.769 1.116 0.073 -0.217
H 28.215 25.798 40.668 -0.281 1.107 0.364
H 30.917 22.644 40.381 -0.071 0.062 -0.249
H 29.172 22.372 39.803 1.715 1.622 1.539
H 29.667 22.625 41.380 -3.349 -3.428 11.593
H 29.461 24.319 38.309 -3.073 -1.546 -1.789
H 31.006 24.421 38.495 1.971 -1.000 0.639
H 30.152 25.711 38.700 -0.256 8.054 -0.782
H 30.563 24.828 42.334 -0.771 -0.912 1.448
H 30.254 26.200 41.357 0.113 0.752 -0.016
H 32.408 26.107 40.334 -0.418 -2.125 2.143
H 32.617 24.376 40.550 0.172 -1.765 -0.219
H 33.080 24.627 42.715 2.428 -4.270 1.601
C 22.734 24.943 40.762 1.862 0.561 0.233
C 24.191 24.233 40.972 -2.727 1.387 4.603
O 25.123 25.201 41.036 3.088 0.416 -2.766
O 21.920 23.828 40.559 -1.669 -0.344 -0.679
H 22.853 25.648 39.836 -0.353 -1.234 1.539
H 22.343 25.670 41.686 1.105 -2.285 -2.254
H 24.440 23.621 40.175 0.034 -1.317 -1.773
H 24.267 23.585 41.987 -0.803 1.056 -2.164
H 25.071 25.768 41.760 -0.540 0.983 2.248
H 21.878 23.545 39.622 0.114 0.613 0.885
C 33.767 23.837 36.813 -0.268 1.389 1.343
C 33.774 22.501 37.651 -1.280 1.896 0.063
O 32.509 22.200 38.094 -2.629 7.139 -3.429
O 35.047 24.042 36.367 2.046 0.175 -1.210
H 33.387 24.738 37.283 0.429 0.186 2.295
H 33.161 24.249 35.985 -0.585 -2.780 -0.888
H 34.184 22.455 38.646 2.448 1.302 -0.148
H 34.207 21.798 37.021 0.764 -1.615 -1.152
H 32.381 21.414 38.402 -0.829 -7.558 2.959
H 35.673 24.371 37.013 -0.206 -0.003 0.375
C 26.805 20.971 36.412 6.557 0.753 1.498
C 27.292 21.362 37.864 -5.722 -1.073 -1.163
O 26.652 22.601 38.253 -1.537 -1.408 0.668
O 27.417 19.828 35.851 0.586 -0.406 -0.301
H 27.087 21.768 35.785 -0.280 1.549 -0.588
H 25.875 20.778 36.464 -7.014 -0.687 0.243
H 28.258 21.403 37.912 5.847 1.240 -0.156
H 27.113 20.567 38.586 -0.763 -0.225 0.049
H 25.715 22.342 38.561 2.193 0.746 -0.760
H 27.375 19.989 34.893 0.214 -0.481 0.512
C 28.910 23.383 46.003 -0.958 4.213 2.491
C 28.773 24.819 45.326 0.106 -4.432 0.059
O 28.329 24.460 44.047 -1.962 -2.857 -2.968
O 29.728 22.565 45.332 0.309 -2.764 -1.636
H 27.874 23.062 46.109 -0.229 -0.431 -0.414
H 29.184 23.532 47.053 0.569 -0.208 0.059
H 29.520 25.574 45.430 1.198 -0.062 -0.779
H 27.930 25.213 45.683 -3.101 1.979 2.666
H 27.642 23.579 44.099 2.915 4.019 0.110
H 29.142 21.876 44.943 1.195 0.535 0.253
C 32.819 19.167 40.471 2.879 4.377 11.591
C 32.670 18.360 41.808 1.915 0.317 0.830
O 33.725 17.359 41.936 -18.202 -5.516 5.235
O 31.959 20.236 40.520 2.595 3.108 -0.411
H 32.775 18.755 39.692 -2.258 -7.430 -11.071
H 33.869 19.416 40.282 0.409 1.142 1.239
H 31.671 17.918 41.967 0.720 -0.344 -0.573
H 32.747 19.038 42.739 0.020 -0.401 -1.666
H 34.434 17.593 41.710 16.355 6.004 -5.361
H 31.185 19.776 40.535 -4.357 -1.222 0.174
C 35.472 21.572 42.773 -4.151 5.531 3.449
C 33.983 22.177 42.666 2.341 -5.521 3.189
O 34.054 23.366 43.307 -5.415 3.555 -4.820
O 35.642 21.299 44.140 6.132 12.571 -2.550
H 36.067 22.279 42.298 1.967 0.824 -0.111
H 35.404 20.710 42.456 0.034 -8.226 -4.937
H 33.393 21.239 43.110 0.287 2.416 -0.207
H 33.700 22.239 41.747 -1.862 0.661 -5.888
H 34.547 22.993 43.884 5.713 -1.684 8.380
H 35.332 20.597 44.422 -4.799 -10.723 3.564
C 26.258 27.980 42.864 -3.331 -1.728 -4.153
C 25.869 27.069 44.021 -4.781 2.112 -0.808
O 25.251 25.837 43.761 -0.936 -0.653 0.546
O 26.962 29.070 43.225 1.327 1.890 1.400
H 25.277 28.249 42.394 0.560 0.338 -0.132
H 26.846 27.535 42.004 -0.843 -0.759 1.078
H 25.325 27.670 44.780 0.009 -0.194 -0.620
H 26.763 27.026 44.313 7.243 -1.902 3.837
H 24.738 25.524 44.559 0.934 0.792 -1.391
H 27.727 29.144 42.646 -0.189 0.200 0.379
C 32.301 28.521 37.183 1.166 0.953 2.713
C 31.277 28.162 36.195 -3.061 1.103 0.855
O 30.961 29.270 35.379 2.049 0.773 0.105
O 32.585 27.455 38.075 -0.077 -1.431 0.859
H 32.178 29.390 37.842 -1.826 0.259 -0.378
H 33.256 28.811 36.935 2.132 0.500 -2.702
H 30.361 27.892 36.823 0.969 -0.139 -0.847
H 31.522 27.395 35.521 0.679 -1.552 -0.346
H 30.058 29.414 35.193 -1.496 -0.211 0.017
H 33.417 27.691 38.522 -0.578 -0.334 -0.243
C 27.370 18.389 42.345 0.963 -0.940 0.294
C 28.222 19.411 41.478 0.114 -2.756 0.388
O 29.529 18.837 41.130 -1.272 0.123 0.131
O 26.383 19.121 43.042 9.055 2.186 1.776
H 27.928 17.782 43.145 -0.066 1.254 -1.131
H 27.028 17.542 41.646 -0.171 1.466 0.771
H 28.370 20.386 41.862 0.417 0.674 1.309
H 27.579 19.608 40.641 0.026 -0.253 -1.123
H 29.499 17.872 41.275 -0.118 0.665 -0.186
H 25.582 18.940 42.865 -8.993 -2.393 -2.297
```
Forces are in eV/Å.

=====

What did the first record say?
Below is an isolated molecule of C18H19FN2O4S, with properties calculated with wB97M-V/def2-TZVPD.

The SMILES is NC(=O)c1cc(S(=O)(=O)N2CCCC2)ccc1OCc1ccc(F)cc1. As for the spin multiplicity: 1. The LUMO energy comes out at 0.0167 Eh. The highest occupied orbital energy is -9.12 eV. Its molecular weight is 378.425 g/mol. The orbital gap is 9.57 eV.

Geometry as XYZ:
```
45
Properties=species:S:1:pos:R:3:forces:R:3
N -0.546 -3.434 -2.068 -0.225 -0.084 -0.403
C 0.129 -3.389 -0.893 -0.117 0.140 -0.051
O 0.797 -4.311 -0.490 0.155 -0.197 0.159
C -0.054 -2.099 -0.147 0.080 0.057 0.233
C -1.316 -1.554 0.017 0.265 -0.156 -0.015
C -1.485 -0.402 0.762 -0.488 0.436 0.167
C -0.406 0.217 1.358 -0.227 -0.002 0.036
C 0.863 -0.311 1.204 0.241 -0.190 0.003
C 1.058 -1.470 0.452 -0.367 0.138 0.017
O 2.255 -2.037 0.217 -0.114 -0.024 -0.104
C 3.402 -1.549 0.882 0.382 -0.005 0.150
C 3.860 -0.192 0.400 -0.074 -0.057 -0.022
C 3.609 0.205 -0.907 0.060 -0.041 0.152
C 4.031 1.441 -1.361 0.117 0.191 0.037
C 4.716 2.269 -0.491 -0.036 -0.127 0.073
C 4.987 1.895 0.813 0.050 0.191 -0.181
C 4.550 0.660 1.254 -0.116 -0.152 -0.184
H 4.751 0.354 2.270 0.005 -0.017 0.139
H 5.525 2.566 1.464 0.054 0.094 0.045
F 5.132 3.476 -0.925 -0.025 -0.064 0.026
H 3.841 1.764 -2.372 -0.008 0.063 -0.100
H 3.078 -0.461 -1.570 -0.072 -0.042 -0.074
H 4.172 -2.295 0.657 -0.158 0.086 0.122
H 3.243 -1.538 1.968 -0.012 -0.013 -0.106
H 1.700 0.188 1.666 0.052 0.035 0.011
H -0.574 1.107 1.944 0.050 0.120 0.070
S -3.132 0.273 0.903 0.456 -0.237 -0.403
O -3.093 1.408 1.784 0.215 0.071 -0.082
O -4.057 -0.782 1.195 -0.038 -0.168 -0.183
N -3.372 0.715 -0.712 0.219 -0.556 0.963
C -2.800 2.013 -1.016 0.294 0.546 -0.056
H -2.525 2.028 -2.075 0.046 -0.003 0.067
C -3.920 3.011 -0.715 0.081 0.027 -0.027
H -3.929 3.207 0.357 0.007 0.072 -0.058
H -3.795 3.950 -1.251 0.010 0.053 0.023
C -5.187 2.252 -1.131 0.027 0.023 -0.037
H -5.509 2.551 -2.128 -0.061 0.001 0.024
H -6.004 2.433 -0.437 -0.057 0.023 -0.037
C -4.766 0.767 -1.131 -0.642 -0.237 -0.065
H -4.836 0.337 -2.134 -0.028 0.011 0.117
H -5.348 0.153 -0.445 -0.130 -0.001 -0.206
H -1.910 2.167 -0.407 0.110 0.134 -0.162
H -2.193 -2.027 -0.396 -0.046 -0.164 -0.137
H -1.112 -2.670 -2.389 0.072 0.005 -0.005
H -0.514 -4.282 -2.609 -0.005 0.020 0.066
```
Forces are in eV/Å.

=====

molecular weight of number 3 (HINO)? 157.918 g/mol

=====

Among the records above, which one has the lowest molecular weight? HINO